Computed, not measured: a structure of composition C37H28N9O3STl in a non-equilibrium geometry, with ωB97M-V/def2-TZVPD.

Values from the calculation:
**Highest occupied orbital energy**: -7.2 eV
**Energy**: -73906.9953 eV
**E_LUMO**: -0.009 eV
**ΔE to the lowest compared entry with this formula, charge and spin**: 11.4 kcal per mole
**Frontier orbital gap**: 7.1664 eV

Atoms and positions in Å:
Tl  2.54  -1.13  -1.28
O  3.01  -7.07  -0.50
C  3.57  -6.52  0.58
C  3.94  -7.37  1.62
C  4.53  -6.87  2.77
C  4.77  -5.51  2.90
C  4.40  -4.65  1.88
C  3.80  -5.13  0.72
C  3.42  -4.12  -0.31
O  3.73  -2.92  -0.15
N  2.78  -4.61  -1.40
N  2.40  -3.64  -2.22
C  1.93  -3.97  -3.37
C  1.56  -2.97  -4.37
C  0.84  -3.34  -5.51
C  0.50  -2.38  -6.45
C  0.90  -1.07  -6.24
C  1.62  -0.79  -5.09
N  1.94  -1.70  -4.18
H  2.78  -6.30  -1.11
H  3.76  -8.43  1.51
H  4.80  -7.55  3.57
H  5.25  -5.12  3.79
H  4.57  -3.59  1.94
H  1.82  -5.02  -3.64
H  0.55  -4.38  -5.65
H  -0.06  -2.65  -7.33
H  0.66  -0.28  -6.94
H  1.96  0.22  -4.88
C  -6.34  9.84  0.99
O  -6.17  9.08  -0.19
C  -5.41  7.96  -0.12
C  -5.34  7.18  -1.28
C  -4.58  6.04  -1.31
C  -3.86  5.63  -0.18
C  -3.95  6.40  0.98
C  -4.71  7.55  1.01
C  -3.05  4.42  -0.24
N  -3.05  3.55  -1.23
C  -2.14  2.59  -0.89
C  -1.57  2.88  0.34
N  -2.16  4.05  0.74
C  -0.58  2.07  0.96
C  -0.03  2.30  2.22
C  0.94  1.44  2.69
C  1.37  0.40  1.86
N  0.85  0.16  0.68
C  -0.13  0.95  0.22
C  -0.74  0.61  -1.06
N  -0.32  -0.51  -1.68
C  -0.92  -0.88  -2.80
C  -1.92  -0.12  -3.42
C  -2.33  1.05  -2.83
C  -1.75  1.42  -1.61
H  -7.04  10.63  0.74
H  -5.40  10.29  1.32
H  -6.76  9.23  1.80
H  -5.91  7.51  -2.14
H  -4.52  5.43  -2.20
H  -3.43  6.11  1.88
H  -4.76  8.13  1.93
H  -1.94  4.57  1.57
H  -0.36  3.13  2.82
H  1.37  1.56  3.68
H  2.16  -0.27  2.17
H  -0.62  -1.82  -3.22
H  -2.35  -0.46  -4.35
H  -3.08  1.69  -3.27
S  1.05  -3.29  1.89
C  1.71  -3.07  3.38
N  1.08  -3.66  4.48
C  1.49  -3.47  5.75
C  2.59  -2.71  6.00
C  3.24  -2.17  4.86
N  2.83  -2.33  3.64
H  0.27  -4.22  4.26
H  0.91  -3.94  6.53
H  2.94  -2.54  7.00
H  4.14  -1.57  4.99

Taken from the Löwdin analysis, the atomic charges in e are: number 1, Tl, carries 0.89; number 2, O, carries 0.04; number 3, C, carries -0.28; number 4, C, carries -0.02; number 5, C, carries -0.10; number 6, C, carries -0.11; number 7, C, carries -0.06; number 8, C, carries -0.10; number 9, C, carries -0.51; number 10, O, carries -0.25; number 11, N, carries 0.02; number 12, N, carries -0.06; number 13, C, carries -0.10; number 14, C, carries -0.29; number 15, C, carries -0.03; number 16, C, carries -0.07; number 17, C, carries -0.07; number 18, C, carries -0.15; number 19, N, carries 0.05; number 20, H, carries 0.07; number 21, H, carries 0.11; number 22, H, carries 0.10; number 23, H, carries 0.09; number 24, H, carries 0.10; number 25, H, carries 0.12; number 26, H, carries 0.11; number 27, H, carries 0.11; number 28, H, carries 0.10; number 29, H, carries 0.11; number 30, C, carries -0.08; number 31, O, carries -0.07; number 32, C, carries -0.28; number 33, C, carries 0.01; number 34, C, carries -0.01; number 35, C, carries -0.16; number 36, C, carries -0.03; number 37, C, carries -0.02; number 38, C, carries -0.27; number 39, N, carries 0.19; number 40, C, carries -0.17; number 41, C, carries -0.13; number 42, N, carries 0.18; number 43, C, carries -0.08; number 44, C, carries -0.01; number 45, C, carries -0.04; number 46, C, carries -0.14; number 47, N, carries 0.04; number 48, C, carries -0.15; number 49, C, carries -0.15; number 50, N, carries 0.07; number 51, C, carries -0.13; number 52, C, carries -0.04; number 53, C, carries 0.00; number 54, C, carries -0.08; number 55, H, carries 0.09; number 56, H, carries 0.10; number 57, H, carries 0.10; number 58, H, carries 0.12; number 59, H, carries 0.11; number 60, H, carries 0.10; number 61, H, carries 0.10; number 62, H, carries 0.14; number 63, H, carries 0.11; number 64, H, carries 0.10; number 65, H, carries 0.09; number 66, H, carries 0.10; number 67, H, carries 0.11; number 68, H, carries 0.12; number 69, S, carries 0.71; number 70, C, carries -0.84; number 71, N, carries 0.06; number 72, C, carries -0.08; number 73, C, carries -0.06; number 74, C, carries -0.12; number 75, N, carries 0.07; number 76, H, carries 0.13; number 77, H, carries 0.13; number 78, H, carries 0.10; number 79, H, carries 0.12



Computed, not measured: a structure of composition C37H29BrN5O2PbSe2, with ωB97M-V/def2-TZVPD.

Values from the calculation:
**Highest occupied orbital energy**: -10.5 eV
**Energy**: -256361.6544 eV
**E_LUMO**: -2.650 eV
**Total charge**: +1
**ΔE to the lowest compared entry with this formula, charge and spin**: 26.2 kcal per mole
**Frontier orbital gap**: 7.8904 eV

Atoms and positions in Å:
Pb  0.61  -0.32  -0.99
Br  1.52  -3.13  0.14
C  0.29  -2.84  1.57
C  0.40  -3.70  2.61
C  -0.54  -3.68  3.66
C  -1.59  -2.82  3.60
C  -1.73  -1.92  2.52
C  -2.87  -1.08  2.45
C  -3.03  -0.19  1.44
C  -2.02  -0.06  0.46
C  -0.91  -0.85  0.49
C  -0.74  -1.86  1.49
H  1.20  -4.43  2.62
H  -0.42  -4.37  4.49
H  -2.36  -2.82  4.37
H  -3.61  -1.15  3.25
H  -3.90  0.46  1.38
H  -2.14  0.69  -0.31
Se  0.02  2.79  0.59
Se  -2.09  3.38  1.46
C  -1.95  2.31  3.05
C  -3.04  2.30  3.93
C  -2.93  1.55  5.08
C  -1.76  0.84  5.32
C  -0.74  0.93  4.39
N  -0.83  1.66  3.28
C  -0.55  2.78  -1.25
C  -0.98  3.95  -1.87
C  -1.33  3.91  -3.21
C  -1.22  2.72  -3.90
C  -0.79  1.60  -3.23
N  -0.48  1.62  -1.92
H  -3.93  2.87  3.71
H  -3.75  1.52  5.79
H  -1.63  0.25  6.21
H  0.20  0.41  4.54
H  -1.01  4.87  -1.30
H  -1.66  4.82  -3.71
H  -1.45  2.65  -4.96
H  -0.69  0.64  -3.72
C  -3.85  -3.17  -0.66
N  -3.83  -2.20  -1.76
C  -5.09  -1.85  -2.41
C  -2.69  -1.73  -2.19
N  -1.65  -1.31  -2.51
H  -4.49  -2.80  0.14
H  -2.84  -3.29  -0.27
H  -4.23  -4.13  -1.01
H  -5.78  -1.42  -1.69
H  -5.55  -2.74  -2.85
H  -4.91  -1.13  -3.20
O  2.27  -0.06  0.54
C  2.72  1.05  0.09
O  2.13  1.59  -0.89
C  3.91  1.67  0.71
C  4.40  2.88  0.20
C  5.51  3.46  0.77
C  6.14  2.85  1.85
C  5.66  1.65  2.36
C  4.54  1.06  1.79
H  3.89  3.33  -0.64
H  5.90  4.39  0.38
H  7.01  3.31  2.29
H  6.15  1.18  3.20
H  4.14  0.13  2.17
N  4.90  -2.60  -6.74
C  4.23  -2.26  -5.87
C  3.39  -1.83  -4.78
C  2.00  -1.89  -4.91
C  1.20  -1.47  -3.86
C  1.78  -0.99  -2.70
C  3.16  -0.93  -2.56
C  3.97  -1.35  -3.60
H  1.56  -2.27  -5.82
H  0.12  -1.56  -3.95
H  3.62  -0.57  -1.65
H  5.04  -1.32  -3.51

Taken from the Löwdin analysis, the atomic charges in e are: number 1, Pb, carries 1.44; number 2, Br, carries 0.87; number 3, C, carries -0.57; number 4, C, carries -0.12; number 5, C, carries -0.05; number 6, C, carries -0.03; number 7, C, carries -0.16; number 8, C, carries -0.03; number 9, C, carries -0.08; number 10, C, carries -0.18; number 11, C, carries -0.24; number 12, C, carries -0.21; number 13, H, carries 0.10; number 14, H, carries 0.11; number 15, H, carries 0.12; number 16, H, carries 0.12; number 17, H, carries 0.12; number 18, H, carries 0.08; number 19, Se, carries 0.80; number 20, Se, carries 0.73; number 21, C, carries -0.69; number 22, C, carries -0.11; number 23, C, carries -0.06; number 24, C, carries -0.06; number 25, C, carries -0.13; number 26, N, carries 0.02; number 27, C, carries -0.63; number 28, C, carries -0.08; number 29, C, carries -0.02; number 30, C, carries -0.02; number 31, C, carries -0.11; number 32, N, carries -0.06; number 33, H, carries 0.11; number 34, H, carries 0.11; number 35, H, carries 0.11; number 36, H, carries 0.12; number 37, H, carries 0.11; number 38, H, carries 0.12; number 39, H, carries 0.12; number 40, H, carries 0.09; number 41, C, carries -0.01; number 42, N, carries -0.18; number 43, C, carries -0.02; number 44, C, carries -0.25; number 45, N, carries 0.16; number 46, H, carries 0.09; number 47, H, carries 0.09; number 48, H, carries 0.10; number 49, H, carries 0.09; number 50, H, carries 0.09; number 51, H, carries 0.10; number 52, O, carries -0.14; number 53, C, carries -0.65; number 54, O, carries -0.14; number 55, C, carries -0.14; number 56, C, carries -0.01; number 57, C, carries -0.06; number 58, C, carries -0.07; number 59, C, carries -0.06; number 60, C, carries -0.01; number 61, H, carries 0.12; number 62, H, carries 0.11; number 63, H, carries 0.11; number 64, H, carries 0.11; number 65, H, carries 0.12; number 66, N, carries 0.17; number 67, C, carries -0.17; number 68, C, carries -0.21; number 69, C, carries -0.01; number 70, C, carries -0.11; number 71, C, carries -0.29; number 72, C, carries -0.10; number 73, C, carries 0.00; number 74, H, carries 0.13; number 75, H, carries 0.06; number 76, H, carries 0.10; number 77, H, carries 0.13



Computed, not measured: a structure of composition C37H29GeN7PtS3 in a non-equilibrium geometry, with ωB97M-V/def2-TZVPD.

Values from the calculation:
**Highest occupied orbital energy (spin up / spin down)**: -16.2 / -16.2 eV
**Energy**: -141512.9551 eV
**E_LUMO (spin up / spin down)**: -10.367 / -11.273 eV
**Total charge**: +3
**ΔE to the lowest compared entry with this formula, charge and spin**: 8.0 kcal per mole
**Frontier orbital gap (spin up / spin down)**: 5.8117 / 4.9058 eV
**Multiplicity**: 2

Atoms and positions in Å:
Pt  0.77  0.27  -0.53
C  0.31  4.94  2.59
S  1.76  3.89  2.81
C  1.59  2.76  1.48
S  0.11  2.54  0.62
N  2.67  2.10  1.19
N  2.70  1.18  0.27
C  3.80  0.48  0.06
C  3.77  -0.49  -0.98
C  4.91  -1.20  -1.43
C  4.79  -2.03  -2.53
C  3.55  -2.16  -3.16
C  2.47  -1.47  -2.65
N  2.58  -0.68  -1.59
H  0.14  5.48  3.51
H  -0.56  4.33  2.34
H  0.52  5.66  1.79
H  4.68  0.64  0.66
H  5.85  -1.06  -0.94
H  5.64  -2.57  -2.90
H  3.43  -2.78  -4.04
H  1.49  -1.54  -3.11
S  -3.73  2.16  -6.55
N  -2.21  2.52  -6.19
C  -1.86  1.94  -5.05
C  -0.60  2.05  -4.38
C  0.47  2.82  -4.85
C  1.63  2.86  -4.11
C  1.70  2.15  -2.91
N  0.70  1.42  -2.47
C  -0.45  1.33  -3.16
C  -1.51  0.51  -2.64
N  -1.26  -0.20  -1.52
C  -2.22  -0.97  -1.02
C  -3.49  -1.06  -1.58
C  -3.78  -0.34  -2.72
C  -2.76  0.44  -3.29
C  -2.93  1.17  -4.50
N  -4.01  1.23  -5.27
H  0.36  3.35  -5.78
H  2.48  3.43  -4.44
H  2.60  2.19  -2.31
H  -1.97  -1.55  -0.14
H  -4.23  -1.68  -1.11
H  -4.75  -0.35  -3.19
C  2.59  -1.49  2.43
Ge  0.79  -1.04  1.67
C  -0.02  -2.78  1.02
C  0.45  -3.30  -0.18
C  0.07  -4.57  -0.57
C  -0.82  -5.29  0.21
C  -1.29  -4.76  1.40
C  -0.92  -3.48  1.80
C  -0.30  -0.51  3.29
C  0.14  -1.01  4.51
C  -0.47  -0.66  5.71
C  -1.56  0.19  5.71
C  -2.06  0.71  4.50
C  -3.16  1.59  4.49
C  -3.67  2.08  3.30
C  -3.08  1.70  2.09
C  -2.01  0.84  2.08
C  -1.44  0.34  3.27
H  2.50  -2.37  3.07
H  2.99  -0.67  3.03
H  3.32  -1.73  1.66
H  1.14  -2.73  -0.79
H  0.47  -5.00  -1.48
H  -1.16  -6.26  -0.12
H  -1.95  -5.34  2.04
H  -1.30  -3.07  2.73
H  0.99  -1.68  4.53
H  -0.09  -1.07  6.64
H  -2.06  0.43  6.64
H  -3.61  1.87  5.43
H  -4.51  2.75  3.31
H  -3.49  2.08  1.17
H  -1.61  0.48  1.13

Taken from the Löwdin analysis, the atomic charges in e are: number 1, Pt, carries 1.01; number 2, C, carries -0.38; number 3, S, carries 0.96; number 4, C, carries -1.01; number 5, S, carries 0.74; number 6, N, carries -0.09; number 7, N, carries -0.11; number 8, C, carries -0.02; number 9, C, carries -0.26; number 10, C, carries 0.05; number 11, C, carries 0.01; number 12, C, carries 0.02; number 13, C, carries -0.11; number 14, N, carries -0.01; number 15, H, carries 0.06; number 16, H, carries 0.00; number 17, H, carries 0.06; number 18, H, carries 0.16; number 19, H, carries 0.14; number 20, H, carries 0.14; number 21, H, carries 0.13; number 22, H, carries 0.13; number 23, S, carries 1.14; number 24, N, carries -0.20; number 25, C, carries -0.29; number 26, C, carries -0.06; number 27, C, carries 0.06; number 28, C, carries 0.01; number 29, C, carries -0.11; number 30, N, carries -0.04; number 31, C, carries -0.15; number 32, C, carries -0.13; number 33, N, carries 0.01; number 34, C, carries -0.10; number 35, C, carries 0.01; number 36, C, carries 0.07; number 37, C, carries -0.06; number 38, C, carries -0.29; number 39, N, carries -0.21; number 40, H, carries 0.14; number 41, H, carries 0.13; number 42, H, carries 0.11; number 43, H, carries 0.10; number 44, H, carries 0.13; number 45, H, carries 0.14; number 46, C, carries -0.20; number 47, Ge, carries 0.95; number 48, C, carries -0.35; number 49, C, carries -0.15; number 50, C, carries -0.06; number 51, C, carries -0.05; number 52, C, carries -0.05; number 53, C, carries -0.11; number 54, C, carries -0.18; number 55, C, carries -0.04; number 56, C, carries 0.02; number 57, C, carries 0.07; number 58, C, carries -0.14; number 59, C, carries 0.07; number 60, C, carries 0.01; number 61, C, carries -0.02; number 62, C, carries -0.06; number 63, C, carries -0.17; number 64, H, carries 0.04; number 65, H, carries 0.03; number 66, H, carries 0.01; number 67, H, carries 0.05; number 68, H, carries 0.12; number 69, H, carries 0.12; number 70, H, carries 0.12; number 71, H, carries 0.10; number 72, H, carries 0.11; number 73, H, carries 0.14; number 74, H, carries 0.14; number 75, H, carries 0.14; number 76, H, carries 0.13; number 77, H, carries 0.13; number 78, H, carries 0.02